# 1
{"formula": "C31H23N6O7RbTe", "method": "ωB97M-V/def2-TZVPD", "symbols": ["Rb", "O", "C", "C", "C", "C", "C", "C", "C", "O", "N", "N", "C", "C", "C", "C", "C", "C", "C", "O", "H", "H", "H", "H", "H", "H", "H", "H", "H", "H", "O", "C", "O", "C", "C", "C", "C", "C", "N", "C", "O", "O", "H", "H", "H", "H", "H", "N", "C", "N", "C", "N", "C", "Te", "C", "C", "C", "C", "C", "C", "C", "H", "H", "H", "H", "H", "H", "H", "H"], "xyz": [[0.972933, 0.451298, -2.456996], [-6.081337, 0.404674, -1.240281], [-5.807245, -0.365291, -0.177699], [-6.855944, -1.072179, 0.410973], [-6.632039, -1.902642, 1.495637], [-5.349419, -2.042719, 2.008368], [-4.306244, -1.334727, 1.431657], [-4.503248, -0.485324, 0.348049], [-3.325577, 0.253943, -0.209588], [-2.225904, 0.196164, 0.438075], [-3.558169, 0.894471, -1.318105], [-2.623212, 1.703338, -1.893594], [-1.942698, 1.320663, -2.908086], [-1.860096, 0.031634, -3.591089], [-2.788233, -0.996611, -3.387546], [-2.703430, -2.206140, -4.051938], [-1.648362, -2.412233, -4.941712], [-0.713539, -1.428805, -5.168029], [-0.763110, -0.155186, -4.518551], [0.132837, 0.727730, -4.715420], [-5.172720, 0.717128, -1.563327], [-7.846800, -0.955578, -0.012005], [-7.461420, -2.443395, 1.937956], [-5.166850, -2.697401, 2.852454], [-3.297955, -1.424233, 1.815328], [-1.333140, 2.109681, -3.342851], [-3.602310, -0.832492, -2.696927], [-3.436558, -2.982184, -3.868135], [-1.560887, -3.362519, -5.460970], [0.105676, -1.594062, -5.859826], [2.137656, -2.511630, 1.272617], [2.189437, -1.599342, 0.241093], [1.123363, -1.155501, -0.232403], [3.495538, -1.207461, -0.173963], [4.666630, -1.673801, 0.472369], [5.888026, -1.225496, 0.041080], [5.957224, -0.354113, -1.050413], [4.761897, 0.028379, -1.637790], [3.563372, -0.361183, -1.225371], [4.766477, 0.911795, -2.853491], [3.674842, 1.653513, -3.032888], [5.685831, 0.935631, -3.631252], [1.199127, -2.714334, 1.371441], [4.561707, -2.352209, 1.306721], [6.795372, -1.542311, 0.540762], [6.896274, 0.014130, -1.435879], [3.082657, 1.594087, -2.254326], [3.236576, 6.748676, -0.559126], [3.147960, 5.597707, -0.418978], [3.146559, 4.318310, -0.189326], [2.386612, 3.361223, -0.534802], [1.772128, 2.388959, -0.783475], [1.933680, 1.028023, 1.953937], [0.100728, 0.891260, 0.812616], [-0.470978, -0.221718, 2.580986], [0.373134, 0.272436, 3.714862], [-0.014519, 0.151312, 5.044875], [0.776078, 0.662176, 6.065089], [1.967039, 1.302504, 5.753010], [2.360835, 1.426126, 4.428085], [1.576105, 0.913143, 3.399715], [2.512950, 1.924185, 1.741515], [2.552145, 0.173312, 1.653357], [-0.287991, -1.282116, 2.385901], [-1.531998, -0.101100, 2.778688], [-0.955220, -0.337652, 5.275335], [0.457775, 0.573449, 7.097286], [2.582243, 1.718993, 6.542382], [3.287727, 1.933632, 4.183938]], "atomic_forces_ev_per_a": [[0.09, -0.56, 0.69], [0.10, -0.08, -0.12], [0.08, -0.09, 0.04], [-0.10, -0.02, 0.04], [0.01, 0.05, -0.04], [-0.02, -0.07, 0.10], [-0.03, 0.02, 0.00], [-0.15, -0.11, 0.02], [0.76, 0.35, 0.24], [-0.71, -0.34, -0.23], [-0.81, -0.56, -0.27], [0.49, 0.63, 0.16], [-0.37, 0.07, 0.04], [-0.01, -0.30, -0.15], [-0.04, -0.09, -0.08], [-0.04, -0.08, 0.01], [0.00, 0.00, 0.00], [0.08, -0.01, -0.03], [-0.66, -0.14, -0.52], [-0.43, 0.16, -1.14], [0.01, 0.24, 0.10], [0.01, 0.01, -0.01], [0.00, -0.01, -0.01], [0.02, 0.01, -0.01], [0.01, 0.04, -0.04], [0.13, -0.07, 0.05], [0.06, -0.01, -0.04], [0.00, 0.01, -0.01], [0.02, 0.00, -0.01], [0.01, 0.04, -0.01], [0.29, 0.23, -0.20], [-2.29, -0.24, 0.10], [1.77, -1.69, 0.03], [1.48, 0.39, -0.42], [-0.71, 0.04, -0.09], [0.25, 0.24, -0.32], [-0.04, -0.20, 0.21], [0.02, -0.11, 0.07], [0.09, -0.30, 0.54], [0.03, 0.24, -0.22], [0.14, -0.09, 0.01], [0.03, -0.01, 0.11], [-0.08, 0.03, 0.05], [0.04, 0.02, 0.01], [-0.01, -0.01, 0.00], [-0.03, 0.01, -0.05], [0.33, 0.38, 0.20], [0.03, -0.11, 0.01], [-0.34, 0.25, -0.22], [0.64, -0.20, 0.52], [-0.43, -0.09, -0.33], [0.89, 0.89, -0.15], [0.05, -0.05, -0.15], [-0.73, 1.37, 1.65], [0.08, 0.00, -0.11], [0.02, -0.02, 0.03], [-0.01, -0.02, 0.00], [-0.01, -0.01, 0.00], [0.01, 0.03, 0.05], [0.05, -0.02, -0.03], [-0.05, -0.05, 0.14], [-0.09, 0.03, -0.06], [0.12, -0.06, 0.01], [-0.04, -0.03, -0.02], [-0.02, 0.06, -0.14], [0.00, 0.02, 0.02], [0.00, 0.00, 0.00], [0.01, 0.00, -0.01], [-0.01, 0.02, -0.01]], "mulliken_charge": [1.3078, -0.7374, 0.3575, -0.7385, -0.2266, -0.8982, -0.2737, 0.4771, 0.3250, -0.3671, -0.1555, -1.0557, -0.7296, 0.8287, -0.0858, -0.7781, -0.2679, -0.8964, -0.3240, -1.0500, 0.5212, 0.3888, 0.3384, 0.3894, 0.3494, 0.8259, 0.6373, 0.3991, 0.3261, 0.4202, -0.6402, -0.1176, -0.4096, 0.2769, -0.6366, -0.3576, -0.6886, 0.5838, 0.1437, 0.2785, -0.4574, -0.6108, 0.4702, 0.4961, 0.4151, 0.4457, 0.0366, -0.6554, 0.5417, -0.7460, 0.5285, -0.4153, -0.8528, 0.4995, -1.4765, 0.8778, -0.5773, -0.5554, -0.5189, -0.6932, 0.5455, 0.4687, 0.0760, 0.2626, 0.5268, 0.4359, 0.3727, 0.3803, 0.4395], "gap_ev": [4.93, 5.74], "multiplicity": 1, "homo_energy_ev": [-1.69, -2.14], "lumo_ha": [0.11904, 0.13245], "total_charge": -2}

---

# 2
{"formula": "C5H10ClNS", "method": "ωB97M-V/def2-TZVPD", "symbols": ["C", "C", "C", "C", "C", "N", "S", "Cl", "H", "H", "H", "H", "H", "H", "H", "H", "H", "H"], "xyz": [[-0.810652, 0.254913, 0.402498], [1.146545, -1.247221, -0.127968], [1.563570, 1.106644, -0.336690], [0.651848, 0.134899, 0.474830], [-3.597241, 0.010670, 0.625090], [-1.602324, -0.706907, 0.544511], [-4.435195, -1.250045, -0.254892], [-3.560656, 1.631512, -0.017508], [-1.326888, 1.211185, 0.361126], [0.705046, -2.013756, 0.495287], [2.291418, -1.357281, -0.257782], [0.847677, -1.405745, -1.203068], [2.572198, 0.969168, -0.193769], [1.277619, 2.064236, 0.054295], [1.292081, 0.947537, -1.323258], [1.046890, 0.099933, 1.453804], [-3.671475, -0.170480, 1.753827], [-3.953485, -0.898353, -1.574169]], "atomic_forces_ev_per_a": [[-1.53, 0.29, 0.63], [0.46, -0.19, -0.85], [-3.69, 0.77, 2.32], [3.78, -2.20, -2.98], [3.25, -1.72, 0.79], [-2.31, 0.50, 0.14], [0.42, 0.75, -1.84], [-0.30, -0.55, 0.61], [0.66, 0.88, -0.25], [0.27, -0.65, -0.22], [-1.72, 0.38, 1.03], [-0.37, 0.32, 1.10], [2.18, -0.64, 0.52], [0.19, 1.14, -0.54], [-0.29, 0.30, -2.16], [-0.22, 0.27, 1.51], [-0.13, 0.86, -1.81], [-0.64, -0.48, 2.00]], "mulliken_charge": [-0.0747, -1.2891, -1.4936, 0.4892, -0.1042, -0.4847, -0.1353, -0.1351, 0.2881, 0.3587, 0.3488, 0.3221, 0.4453, 0.3638, 0.3950, 0.2284, 0.3188, 0.1583], "gap_ev": [8.93, 8.93], "multiplicity": 1, "homo_energy_ev": [-8.44, -8.44], "lumo_ha": [0.01811, 0.01810]}

---

# 3
{"formula": "C4H11N2", "method": "ωB97M-V/def2-TZVPD", "symbols": ["C", "C", "C", "C", "N", "N", "H", "H", "H", "H", "H", "H", "H", "H", "H", "H", "H"], "xyz": [[-1.212132, 0.140500, 1.221162], [-0.654706, -0.500736, -2.317119], [0.985732, 0.784947, 2.329861], [0.574172, -0.301232, -2.801022], [-0.109616, -0.433703, 0.449769], [0.083810, 0.774952, 1.224768], [-1.949601, 0.818981, 0.840188], [-1.461530, -0.357540, 2.040881], [-0.154580, -0.479404, -0.634841], [-1.211879, 0.280428, -2.048196], [-1.024791, -1.412733, -2.518066], [1.917050, 1.151071, 2.122026], [0.509864, 1.542174, 2.975399], [1.146688, -0.301049, 2.615764], [0.992321, 0.627568, -2.875131], [1.231302, -0.962998, -3.220389], [0.337895, -1.371226, 0.594945]], "atomic_forces_ev_per_a": [[2.36, 2.46, -1.50], [4.06, -0.41, -2.02], [-1.98, -2.37, 1.11], [-1.89, 0.39, 0.87], [-0.14, -1.38, -1.93], [-0.25, 0.49, -2.31], [-0.46, -0.47, -1.04], [-1.10, -2.48, 3.38], [0.17, 1.36, 1.05], [-2.38, 2.92, 1.05], [-1.82, -3.15, 0.00], [2.30, 1.07, -1.22], [0.25, -0.98, 0.61], [-0.38, 1.33, 0.99], [0.81, 2.74, 0.33], [1.00, -2.46, -0.88], [-0.54, 0.93, 1.50]], "mulliken_charge": [-0.1686, -1.0240, -0.7137, -0.3814, -0.1250, -0.1349, 0.2618, 0.3616, 0.1982, 0.4539, 0.3813, 0.2877, 0.3070, 0.3129, 0.3213, 0.3093, 0.3526], "gap_ev": 11.41, "multiplicity": 1, "homo_energy_ev": -14.54, "lumo_ha": -0.11495, "total_charge": 1}